This record from the Open Molecules 2025 dataset describes a structure of composition C7H16N2O8PS at a distorted geometry. The level of theory is ωB97M-V/def2-TZVPD.

Last column: Löwdin charge in e.
Positions of all 35 atoms, in Å:
1 C -0.00091 4.02972 -1.45325  -0.08
2 C -0.82181 3.57287 -0.27350  -0.30
3 O -1.73498 2.51371 -0.57070  -0.18
4 P -1.14002 1.03443 -0.40811  0.47
5 O -2.17211 0.08571 -0.76875  -0.22
6 C -0.67375 0.78940 1.36155  -0.16
7 C -1.31340 -0.51376 1.86648  -0.14
8 N -0.53370 -1.76151 1.62601  0.06
9 O 0.88679 -1.55780 1.62483  0.04
10 C 1.45230 -2.06808 2.65003  -0.32
11 N 2.00726 -2.36656 3.61574  0.18
12 O 0.11292 0.99376 -1.38918  -0.19
13 C 0.74581 -0.32289 -1.23840  -0.24
14 C 2.23064 -0.07915 -1.04756  -0.05
15 H 0.45002 4.97353 -1.16711  0.07
16 H 0.82158 3.37342 -1.66382  0.06
17 H -0.60246 4.23247 -2.32330  0.08
18 H -1.42460 4.40768 0.04921  0.11
19 H -0.14731 3.35586 0.55225  0.11
20 H 0.38645 0.88821 1.54359  0.09
21 H -1.12950 1.61025 1.89437  0.09
22 H -1.61642 -0.43671 2.89768  0.12
23 H -2.22442 -0.62053 1.29566  0.11
24 H -0.72664 -2.39561 2.39566  0.17
25 H -0.86870 -2.37955 0.61153  0.07
26 H 0.62916 -0.88203 -2.14582  0.12
27 H 0.32539 -0.91794 -0.47714  0.04
28 H 2.43326 0.89606 -1.46868  0.07
29 H 2.52376 -0.03661 -0.00990  0.06
30 H 2.80371 -0.78211 -1.62523  0.08
31 O 0.24458 -4.91142 -0.13936  -0.44
32 S -0.11887 -3.96530 -1.21847  0.28
33 O -0.97337 -2.85888 -0.56512  -0.38
34 O -0.92238 -4.59085 -2.26311  -0.39
35 O 1.09172 -3.30981 -1.76807  -0.42

Summary:
Net charge ... -1
HOMO-LUMO gap ... 6.174 eV
Max |F| ... 3.575 eV/Å
Total energy ... -47002.511 eV

This record from the Open Molecules 2025 dataset describes an isolated molecule of C7H16N3O2PS at a distorted geometry. The level of theory is ωB97M-V/def2-TZVPD.

Last column: Löwdin charge in e.
Positions of all 30 atoms, in Å:
1 C 3.17683 -1.00014 -0.18296  -0.53
2 C -2.18911 -1.59448 -0.13812  -0.06
3 C -1.28319 -1.21109 2.12686  -0.12
4 C -1.76623 1.31200 -1.05384  -0.14
5 C 0.29277 0.98758 -2.11385  -0.11
6 C 2.10567 -0.95477 0.95975  -0.10
7 C -0.22454 -0.02902 0.21647  -0.62
8 N 1.12292 0.01914 0.58422  -0.31
9 N -1.03820 -1.04049 0.71969  -0.19
10 N -0.63424 0.36941 -1.15687  -0.21
11 O 3.83683 -1.97386 -0.34919  0.12
12 O 3.34767 0.14133 -0.78794  0.15
13 P 0.33635 1.30984 1.54088  0.78
14 S 0.82384 3.03682 0.31525  0.44
15 H -3.11295 -0.98344 -0.03593  0.06
16 H -2.05936 -1.39656 -1.25028  0.09
17 H -2.15866 -2.70622 0.18559  0.11
18 H -2.42496 -1.55967 2.24718  0.14
19 H -0.61672 -1.86995 2.55850  0.04
20 H -1.17193 -0.34008 2.75351  0.02
21 H -2.15700 1.48142 -2.18578  0.13
22 H -2.64828 1.02091 -0.32644  0.11
23 H -1.37147 2.35276 -0.78865  0.03
24 H -0.07236 0.67173 -3.11778  0.10
25 H 0.22637 2.09993 -2.06828  0.04
26 H 1.24973 0.66983 -1.91984  0.03
27 H 2.48620 -0.81086 1.93746  0.10
28 H 1.53306 -2.00423 1.02075  0.17
29 H 2.61869 0.67608 -0.71176  0.01
30 H 1.77228 3.32609 1.02138  -0.31

Summary:
Structure (SMILES) ... CN(C)C1(N(C)C)N(CC(=O)O)P1S
Energy relative to the best compared isomer or geometry (same formula, charge and spin) ... 35.7 kcal per mole
Net charge ... 0
HOMO-LUMO gap ... 8.660 eV
Max |F| ... 4.574 eV/Å
Total energy ... -36204.417 eV

This record from the Open Molecules 2025 dataset describes a structure of composition C7H16N4O2 at a distorted geometry. The level of theory is ωB97M-V/def2-TZVPD.

Last column: Löwdin charge in e.
Positions of all 29 atoms, in Å:
1 C 2.54146 1.21953 -0.02208  -0.59
2 C 0.48009 -2.25575 -0.03821  -0.48
3 C -0.78237 2.28385 0.41858  -0.06
4 C -1.69878 0.70611 -1.24648  -0.03
5 C -1.88985 0.27162 1.27436  -0.01
6 C 1.51122 0.65865 -0.95137  -0.02
7 C -0.97927 0.83259 0.11028  -0.62
8 N -0.16295 -1.17991 -0.23828  0.07
9 N -0.22311 -3.40662 -0.17234  0.12
10 N 1.86973 -2.36713 0.18668  0.19
11 N 0.17308 0.03702 0.15880  -0.07
12 O 3.51530 1.82816 -0.38029  0.08
13 O 2.34193 0.98145 1.31453  0.01
14 H -1.79561 2.88415 0.59468  0.14
15 H -0.28027 2.53393 1.31830  0.07
16 H -0.38370 2.84351 -0.38960  0.06
17 H -2.48654 1.35612 -1.55042  0.07
18 H -2.06623 -0.30163 -1.34844  0.06
19 H -0.87463 0.78431 -2.08758  0.11
20 H -2.59916 -0.41662 1.04809  0.03
21 H -1.20253 -0.18174 2.01962  0.10
22 H -2.53873 1.07087 1.58626  0.07
23 H 1.78658 -0.36881 -1.46068  0.12
24 H 1.15012 1.50570 -1.58614  0.09
25 H -1.25675 -3.22220 -0.21333  0.12
26 H 0.01498 -4.14607 -0.83873  0.10
27 H 2.28906 -1.51500 0.52771  0.08
28 H 2.23393 -3.13831 0.58032  0.04
29 H 1.31302 0.70220 1.38576  0.13

Summary:
Energy relative to the best compared isomer or geometry (same formula, charge and spin) ... 33.7 kcal per mole
Net charge ... 0
HOMO-LUMO gap (spin up / spin down) ... 4.863 / 7.216 eV
Expectation value of S² ... 2.01
Multiplicity ... 3
Max |F| ... 5.047 eV/Å
Total energy ... -17567.296 eV

This record from the Open Molecules 2025 dataset describes the ion C7H16N4OS with charge +2 at a distorted geometry. The level of theory is ωB97M-V/def2-TZVPD.

Last column: Löwdin charge in e.
Positions of all 29 atoms, in Å:
1 C -0.72518 1.69997 -0.39090  -0.37
2 C 0.02943 0.28568 1.54254  -0.24
3 C -1.13341 0.76353 0.67842  0.02
4 C 1.02813 -1.36762 -0.00556  -0.34
5 C 2.31842 -2.97057 1.47256  -0.10
6 C -3.18069 3.39639 -2.95055  -0.31
7 C 2.10163 -2.48486 0.05692  -0.11
8 N 0.19895 -1.08171 -0.97429  0.19
9 N 0.84556 -0.68845 1.12870  0.15
10 N 0.03187 0.83838 2.72077  0.26
11 N 0.54910 2.05838 -0.67968  0.23
12 O -1.57859 2.06908 -1.26929  -0.31
13 S -1.41780 2.96661 -2.72671  1.02
14 H -1.94342 1.25389 1.22556  0.17
15 H -1.41245 -0.10460 0.15220  0.12
16 H 1.46394 -3.47802 2.10242  0.14
17 H 2.61960 -2.11932 2.09353  0.07
18 H 2.99199 -3.78316 1.58065  0.08
19 H -3.64834 3.91313 -2.17803  0.02
20 H -3.77860 2.43591 -3.20768  0.10
21 H -3.14756 4.13698 -3.75777  0.06
22 H 1.60385 -3.32528 -0.44501  0.14
23 H 3.03436 -2.22346 -0.38468  0.12
24 H 0.15330 -1.81478 -1.67623  0.10
25 H 1.55216 -1.04060 1.82470  0.15
26 H -0.61774 1.60020 2.98460  0.18
27 H 0.81437 0.75258 3.38961  0.18
28 H 1.17234 1.71851 0.03586  0.11
29 H 0.89419 2.95474 -1.10811  0.17

Summary:
Structure (SMILES) ... [H]/N=C(\CC)NC(=[NH2+])CC(=[NH2+])OSC
Energy relative to the best compared isomer or geometry (same formula, charge and spin) ... 43.9 kcal per mole
Net charge ... +2
HOMO-LUMO gap ... 8.232 eV
Max |F| ... 5.819 eV/Å
Total energy ... -26343.736 eV

This record from the Open Molecules 2025 dataset describes the ion C7H16N4OS with charge +2 at a distorted geometry. The level of theory is ωB97M-V/def2-TZVPD.

Last column: Löwdin charge in e.
Positions of all 29 atoms, in Å:
1 C -0.86038 0.95679 -0.41786  -0.21
2 C -0.42559 -1.49902 -0.35028  -0.18
3 C -1.55668 -0.47729 -0.33147  -0.14
4 C 1.18909 0.17114 0.66748  -0.50
5 C -2.49715 -0.60945 0.94376  0.02
6 C 1.31996 0.25225 2.17287  -0.05
7 C 3.02882 1.32740 -1.40452  -0.21
8 N 0.32626 1.19545 0.07630  0.16
9 N 0.71625 -1.13938 0.29929  0.14
10 N -0.54142 -2.74679 -0.84442  0.27
11 N -1.57071 1.91469 -1.01526  0.27
12 O 3.22613 -1.16770 -0.41322  -0.49
13 S 3.17922 0.18824 0.06385  1.01
14 H -2.11193 -0.52347 -1.27852  0.16
15 H -2.19617 -0.12422 1.83571  0.07
16 H -2.81794 -1.69688 1.14766  0.13
17 H -3.47198 -0.17087 0.46659  0.13
18 H 2.05501 -0.52678 2.63301  0.14
19 H 0.44252 -0.20232 2.66664  0.09
20 H 1.49020 1.34435 2.37129  0.12
21 H 3.73078 0.94532 -2.14781  0.07
22 H 3.19967 2.38724 -1.06217  0.08
23 H 1.99722 1.31931 -1.79809  0.04
24 H 0.71426 2.12062 -0.13898  0.18
25 H 1.46200 -1.84043 0.25576  0.15
26 H -1.40390 -2.96825 -1.34840  0.16
27 H 0.24768 -3.23533 -1.08883  0.11
28 H -2.47575 1.60412 -1.21384  0.12
29 H -1.18761 2.84037 -0.94889  0.16

Summary:
Energy relative to the best compared isomer or geometry (same formula, charge and spin) ... 33.7 kcal per mole
Net charge ... +2
HOMO-LUMO gap ... 8.887 eV
Max |F| ... 4.603 eV/Å
Total energy ... -26344.178 eV

This record from the Open Molecules 2025 dataset describes a cluster of 2 separate species, C7H16NP in total at a distorted geometry. The level of theory is ωB97M-V/def2-TZVPD.

Last column: Löwdin charge in e.
Positions of all 25 atoms, in Å:
1 C 3.46086 -0.94935 -0.64373  0.02
2 C -1.71111 -1.13324 -1.06625  -0.17
3 C -3.32021 0.66684 -0.16405  -0.18
4 C -1.82731 -0.54786 1.42192  -0.14
5 C 2.83926 1.41970 -0.53567  -0.15
6 C 2.53886 -0.09244 1.37817  -0.10
7 C -1.94861 -0.04006 -0.01842  -0.96
8 N 2.94914 0.09161 -0.04825  -0.35
9 P -0.69333 1.37687 -0.31796  0.90
10 H 3.92869 -0.70946 -1.60655  -0.01
11 H -0.71207 -1.67238 -0.72713  0.10
12 H -2.51239 -2.05142 -0.93638  0.13
13 H -1.47195 -0.76201 -2.10910  0.07
14 H -3.32145 0.85076 -1.29981  0.08
15 H -4.16917 0.00267 -0.16172  0.06
16 H -3.53850 1.66471 0.35373  0.09
17 H -2.07260 0.33418 1.99486  0.07
18 H -2.42134 -1.40118 1.56296  0.06
19 H -0.85759 -0.96059 1.59975  0.05
20 H 3.05986 1.30032 -1.66851  0.11
21 H 1.94494 2.02211 -0.46595  -0.02
22 H 3.78466 2.01420 -0.18963  0.12
23 H 2.15316 -1.06651 1.64963  0.06
24 H 3.25551 -0.00860 2.18416  0.07
25 H 1.69365 0.71260 1.59243  0.09

Summary:
Energy relative to the best compared isomer or geometry (same formula, charge and spin) ... 104.3 kcal per mole
Net charge ... 0
HOMO-LUMO gap (spin up / spin down) ... 6.616 / 6.665 eV
Max |F| ... 5.421 eV/Å
Total energy ... -18290.448 eV